DFT (wB97M-V/def2-TZVPD) results for a molecular structure, C26H23BrIrN6O4S2.

Positions of all 63 atoms, in Å:
Ir1 -2.157 -0.436 -0.692
O1 -0.066 1.000 4.376
C1 -1.172 1.774 4.149
C2 -1.618 2.719 5.065
C3 -2.719 3.502 4.764
C4 -3.381 3.356 3.550
C5 -2.940 2.409 2.646
C6 -1.842 1.607 2.942
C7 -1.378 0.555 1.963
O2 -2.392 -0.058 1.295
N1 -0.444 1.251 1.009
N2 -0.549 1.128 -0.273
C8 0.275 1.839 -1.031
C9 0.406 1.732 -2.415
Br1 -0.606 0.455 -3.348
C10 1.350 2.551 -3.018
C11 1.822 2.734 -4.341
C12 1.349 2.085 -5.506
C13 1.918 2.356 -6.727
C14 2.965 3.274 -6.833
C15 3.446 3.932 -5.704
C16 2.882 3.667 -4.480
H1 0.254 1.153 5.272
H2 -1.101 2.840 6.010
H3 -3.062 4.232 5.483
H4 -4.242 3.970 3.323
H5 -3.463 2.255 1.710
H6 -0.735 -0.170 2.480
H7 0.264 1.875 1.396
H8 0.932 2.548 -0.532
H9 1.850 3.194 -2.299
H10 0.536 1.379 -5.455
H11 1.552 1.857 -7.614
H12 3.402 3.477 -7.802
H13 4.254 4.643 -5.791
H14 3.252 4.173 -3.597
N3 2.412 -4.144 4.797
C17 2.178 -3.653 3.561
C18 1.867 -2.289 3.375
C19 1.621 -1.798 2.119
C20 1.667 -2.650 1.014
C21 1.986 -3.999 1.177
C22 2.239 -4.494 2.432
S1 1.318 -2.040 -0.564
O3 1.729 -2.979 -1.564
O4 1.666 -0.654 -0.653
N4 -0.384 -2.012 -0.610
C23 -1.071 -3.083 -0.885
S2 -0.547 -4.721 -1.232
C24 -2.177 -5.169 -1.378
C25 -3.030 -4.075 -1.199
N5 -2.422 -2.935 -0.931
H15 2.463 -3.535 5.593
H16 2.721 -5.091 4.923
H17 1.838 -1.626 4.231
H18 1.419 -0.744 1.979
H19 2.067 -4.642 0.310
H20 2.505 -5.536 2.558
H21 -2.467 -6.185 -1.600
H22 -4.107 -4.128 -1.269
N6 -4.821 0.454 -2.076
C26 -3.839 0.127 -1.566
H23 -5.671 0.744 -2.519

Computed properties:
- energy (Ha) = -5108.07499
- <S²> = 8.84
- total charge = +2
- energy above the lowest of the compared OMol25 structures with the same formula, charge and spin (kcal/mol) = 5.3
- LUMO level (alpha / beta) (eV) = -6.23 / -7.96
- multiplicity = 6